# 1
Entry from OMol25: C38H57AuNOP2 as an isolated structure (ωB97M-V/def2-TZVPD).

Atoms and positions in Å:
Au1 0.64820 0.56560 -0.62610
C1 5.07538 1.18489 1.59780
C2 3.84615 1.46670 0.73249
C3 3.40381 2.92325 0.87937
P1 2.36862 0.36230 0.95162
C4 3.04094 -1.31935 1.31316
C5 1.87383 -2.23987 1.66201
C6 3.79226 -1.85339 0.09608
C7 1.58120 0.85443 2.52882
C8 2.32648 0.87422 3.70447
C9 1.78014 1.24782 4.92545
C10 2.60255 1.27129 6.18156
C11 0.43614 1.62863 4.95402
C12 -0.34182 1.57999 3.82127
C13 0.19777 1.16339 2.58490
N1 -0.54265 1.16569 1.43735
C14 -1.84107 0.84302 1.31713
C15 -2.59682 0.14732 2.29275
C16 -3.93734 -0.08607 2.09893
C17 -4.58643 0.34386 0.93692
C18 -6.05408 0.10680 0.74532
C19 -3.82690 0.95104 -0.06986
C20 -2.47429 1.18055 0.07354
P2 -1.36069 1.80250 -1.23627
C21 -1.29762 3.65066 -0.97875
C22 -0.10854 4.06825 -0.11817
C23 -2.59944 4.20618 -0.40241
C24 -2.19362 1.64839 -2.89331
C25 -3.24442 2.69117 -3.26964
C26 -2.72257 0.23324 -3.13476
H1 5.92716 1.71319 1.16703
H2 5.33160 0.12671 1.64450
H3 4.93964 1.56698 2.60947
H4 4.11652 1.29495 -0.31447
H5 3.11948 3.13519 1.91107
H6 2.54795 3.14211 0.24261
H7 4.21814 3.59373 0.60223
H8 3.71527 -1.23037 2.16816
H9 1.16738 -2.25934 0.83064
H10 1.35171 -1.90646 2.56015
H11 2.22884 -3.25899 1.82698
H12 3.08970 -2.02809 -0.72050
H13 4.26855 -2.80417 0.34159
H14 4.56776 -1.16975 -0.25467
H15 3.36968 0.58467 3.67223
H16 3.58522 0.83011 6.02408
H17 2.10361 0.72528 6.98273
H18 2.74019 2.29897 6.52385
H19 -0.00046 1.95894 5.88936
H20 -1.37402 1.90343 3.85556
H21 -2.09633 -0.21707 3.17983
H22 -4.50677 -0.61141 2.85642
H23 -6.54099 -0.13256 1.68857
H24 -6.21879 -0.72930 0.06049
H25 -6.53937 0.98160 0.31212
H26 -4.32483 1.23509 -0.98898
H27 -1.13580 4.05000 -1.98473
H28 -0.16714 3.62921 0.87698
H29 -0.08573 5.15442 -0.00917
H30 0.82685 3.75127 -0.57589
H31 -2.72335 3.87906 0.63110
H32 -3.47501 3.88893 -0.96745
H33 -2.56962 5.29689 -0.41173
H34 -1.33141 1.80157 -3.55343
H35 -4.14947 2.59446 -2.66864
H36 -3.52296 2.53634 -4.31374
H37 -2.87259 3.71089 -3.17840
H38 -3.69707 0.09363 -2.66497
H39 -2.04009 -0.51132 -2.74132
H40 -2.84667 0.05851 -4.20481
C27 0.37992 -0.72492 -4.42748
C28 1.52835 -1.63553 -3.98257
C29 2.70102 -0.79042 -3.46873
C30 1.13251 -2.74004 -3.01933
C31 1.69436 -3.97966 -3.22237
C32 1.34829 -5.08354 -2.44321
C33 0.36081 -4.96809 -1.46332
C34 -0.25114 -3.76633 -1.19944
C35 -1.38716 -3.74176 -0.19944
C36 -1.02337 -3.05999 1.12372
C37 -2.66908 -3.11515 -0.76381
C38 0.18416 -2.57924 -1.92501
O1 -0.25956 -1.44505 -1.59322
H41 0.69351 -0.15284 -5.30209
H42 0.11109 -0.02789 -3.63672
H43 -0.50081 -1.30838 -4.70038
H44 1.88271 -2.15746 -4.87517
H45 2.40480 -0.21359 -2.59020
H46 3.00517 -0.09428 -4.25195
H47 3.55799 -1.41493 -3.21176
H48 2.40767 -4.10650 -4.02815
H49 1.80488 -6.04556 -2.63568
H50 0.06449 -5.84721 -0.90422
H51 -1.60571 -4.78714 0.03041
H52 -0.83995 -1.99687 0.96326
H53 -0.13932 -3.51252 1.57378
H54 -1.85626 -3.16303 1.82116
H55 -2.57221 -2.03281 -0.81090
H56 -3.50474 -3.35661 -0.10462
H57 -2.89435 -3.49249 -1.76306

Results
Multiplicity: 3
Highest occupied orbital energy (alpha / beta) (eV): -10.087 / -10.191
Total charge: +1
Largest force on an atom (eV/A): 0.83
Energy relative to the best compared isomer or geometry (same formula, charge and spin) (kJ/mol): 0.0
<S²>: 2.086
Total energy (Ha): -2430.390394
Frontier orbital gap (alpha / beta) (eV): 8.4 / 5.8

***

# 2
Entry from OMol25: a 3-piece molecular cluster, C38H57BF3INO8S2 overall in a non-equilibrium geometry (ωB97M-V/def2-TZVPD).

Atoms and positions in Å:
C1 6.02790 4.50283 -3.41342
C2 4.98817 3.78343 -2.53900
C3 3.68356 3.47992 -3.30448
C4 2.51308 3.37312 -2.32900
N1 2.74143 2.20657 -1.45630
C5 1.46722 1.64739 -0.91611
C6 1.09713 2.50050 0.32020
C7 -0.38299 2.68049 0.59944
C8 -1.36310 1.71392 0.38269
C9 -2.69864 1.94929 0.69800
C10 -3.08969 3.16733 1.25171
C11 -2.13229 4.15642 1.44828
C12 -2.56387 5.49513 2.01489
C13 -0.79793 3.90811 1.12710
O1 0.49901 1.48747 -1.83740
B1 0.42555 0.12646 -2.41496
C14 0.46335 0.24643 -4.04310
C15 -0.92808 0.32378 -4.62354
C16 -0.89659 0.23604 -6.18838
O2 -1.53269 1.55852 -4.25274
C17 -2.92185 1.41557 -4.10477
C18 -3.55447 2.74112 -3.80024
C19 -4.91398 2.96890 -4.00069
C20 -5.47428 4.19713 -3.67247
C21 -4.70004 5.22636 -3.14996
C22 -3.34166 4.99517 -2.94873
C23 -2.77497 3.76661 -3.26587
O3 -0.78179 -0.61440 -1.94582
C24 -0.75508 -1.97666 -2.22330
C25 -2.17239 -2.51874 -2.07131
O4 1.60933 -0.54559 -1.76500
C26 1.86162 0.10924 -0.60128
I1 4.06058 -0.29047 -0.33686
C27 1.21810 -0.50752 0.64639
C28 1.62581 -1.97670 0.92646
C29 0.49084 -2.63128 1.63914
F1 0.50052 -2.50866 2.99482
C30 -0.52547 -3.30268 1.09305
F2 -1.78935 -3.16468 1.47182
F3 -0.40008 -4.22268 0.15211
H1 6.78116 4.98598 -2.79324
H2 6.52862 3.75444 -4.02450
H3 5.51781 5.22840 -4.04335
H4 4.78431 4.32443 -1.61290
H5 5.38425 2.80979 -2.24754
H6 3.50174 4.26258 -4.04471
H7 3.83094 2.51894 -3.79710
H8 2.57027 4.28620 -1.71617
H9 1.55403 3.33542 -2.83750
H10 3.25903 2.55673 -0.66005
H11 1.56587 2.02710 1.18688
H12 1.52202 3.50071 0.26301
H13 -1.11580 0.75670 -0.04849
H14 -3.42554 1.16600 0.53238
H15 -4.12783 3.32079 1.51369
H16 -2.42663 6.27367 1.26476
H17 -3.62732 5.45390 2.23744
H18 -1.99975 5.72986 2.91499
H19 -0.06314 4.68955 1.28906
H20 1.06797 1.09879 -4.36046
H21 0.96452 -0.64532 -4.43634
H22 -1.50937 -0.53666 -4.29019
H23 -1.63436 -0.47845 -6.55915
H24 0.09472 -0.08354 -6.49427
H25 -1.14284 1.21126 -6.60368
H26 -3.10814 0.74181 -3.25564
H27 -3.37580 0.94895 -4.98872
H28 -5.55265 2.18691 -4.39174
H29 -6.53182 4.36770 -3.83279
H30 -5.13835 6.17599 -2.87900
H31 -2.69732 5.75766 -2.53151
H32 -1.72447 3.57783 -3.09834
H33 -0.37081 -2.21269 -3.22436
H34 -0.13288 -2.53421 -1.51415
H35 -2.51025 -2.32419 -1.05424
H36 -2.86499 -1.97533 -2.71754
H37 -2.24031 -3.57768 -2.32315
H38 1.47278 0.09462 1.51860
H39 0.13312 -0.51757 0.56241
H40 2.47449 -2.02578 1.60275
H41 1.81425 -2.48420 -0.01822
C31 1.78835 -0.04099 7.54171
C32 1.28247 -1.37555 6.97803
C33 1.70901 -1.44451 5.50616
S1 3.20365 -0.45574 5.37032
O5 2.93107 0.68686 4.53831
O6 4.33334 -1.31392 5.12434
C34 3.23589 0.08326 7.07953
H42 1.71201 -0.00433 8.62805
H43 1.19568 0.78075 7.13379
H44 1.73587 -2.19980 7.53306
H45 0.20190 -1.47106 7.07572
H46 1.92816 -2.45999 5.18992
H47 0.96173 -1.00747 4.84933
H48 3.62544 1.09719 7.13171
H49 3.88665 -0.59805 7.62714
C35 -0.88578 -6.89979 1.70289
C36 -2.00426 -7.94931 1.67202
C37 -1.54762 -9.13413 2.53287
S2 -0.42966 -8.45364 3.76750
O7 0.88870 -8.98955 3.53994
O8 -1.04939 -8.52203 5.06767
C38 -0.47904 -6.76880 3.16710
H50 -1.21360 -5.95070 1.29670
H51 -0.03660 -7.24572 1.10960
H52 -2.91673 -7.52022 2.09107
H53 -2.23000 -8.26770 0.65527
H54 -2.37737 -9.61951 3.04046
H55 -0.99071 -9.86573 1.95064
H56 0.49385 -6.30353 3.30867
H57 -1.23652 -6.23654 3.74214

Results
Highest occupied orbital energy (eV): -5.392
Total charge: -1
Largest force on an atom (eV/A): 2.57
Total energy (Ha): -3557.442485
Frontier orbital gap (eV): 7.4

***

# 3
Entry from OMol25: a 12-piece molecular cluster, C38H57N14O5S2 overall in a non-equilibrium geometry (ωB97M-V/def2-TZVPD).

Atoms and positions in Å:
C1 0.02053 2.42174 -0.41772
C2 0.65818 1.84395 0.83425
O1 1.86273 1.88849 0.94897
O2 -0.05203 1.29286 1.85546
C3 -0.93167 0.22850 1.42963
C4 -0.23596 -0.80638 0.48948
N1 -0.90700 -2.08206 0.67688
C5 -0.07256 -3.22154 0.34473
C6 1.18832 -3.34808 1.26385
C7 2.51681 -3.43282 0.47922
S1 2.76462 -2.11805 -0.76707
C8 2.47518 -2.95953 -2.33774
S2 3.20511 -4.37290 -2.67232
N2 1.57486 -2.35633 -3.21144
C9 0.56512 -2.99989 -3.87690
C10 -0.14119 -2.10590 -4.60014
N3 0.48297 -0.86109 -4.41755
C11 1.44641 -1.03940 -3.61389
C12 -2.23689 -2.12955 0.04140
C13 -3.28988 -2.61738 1.11599
C14 -4.35128 -1.53307 1.49935
C15 -5.77450 -2.11269 1.25862
O3 -6.75106 -1.08568 1.34502
C16 -2.32050 -3.00540 -1.24337
O4 -2.50523 -4.23741 -1.18174
O5 -2.20425 -2.41467 -2.35079
H1 -0.34533 1.58182 -1.02188
H2 -0.76680 3.15321 -0.20423
H3 0.82264 2.93489 -0.97909
H4 -1.87661 0.57314 0.98508
H5 -1.19531 -0.33587 2.33196
H6 0.81785 -0.81245 0.78711
H7 -0.28585 -0.49340 -0.56978
H8 -0.66202 -4.13060 0.51593
H9 0.27560 -3.26178 -0.70495
H10 1.10196 -4.26965 1.84655
H11 1.13815 -2.51927 1.97888
H12 3.34300 -3.31874 1.19986
H13 2.65107 -4.42291 0.03111
H14 0.35295 -4.05943 -3.82169
H15 -1.01379 -2.27902 -5.20827
H16 2.17461 -0.34632 -3.20880
H17 -2.56773 -1.12319 -0.25107
H18 -2.71169 -2.88754 2.00466
H19 -3.81508 -3.47298 0.67504
H20 -4.21220 -1.27427 2.56022
H21 -4.26564 -0.60404 0.91608
H22 -5.92126 -2.91129 2.00532
H23 -5.75463 -2.58333 0.26764
H24 -6.42623 -0.45739 1.99605
C17 3.25901 4.31476 2.72276
C18 3.69707 5.71522 2.71759
N4 4.04047 6.81356 2.70695
H25 2.24543 4.24557 3.11268
H26 3.27459 3.91735 1.70830
H27 3.92167 3.71961 3.34791
C19 0.37261 6.20933 1.33737
C20 0.29715 5.99128 -0.11118
N5 0.23672 5.81903 -1.24469
H28 1.34250 6.63050 1.59983
H29 -0.40999 6.89885 1.64967
H30 0.24120 5.26191 1.85923
C21 2.32407 -4.40360 5.01708
C22 1.03395 -3.99578 4.45944
N6 0.01805 -3.66281 4.03617
H31 2.17247 -4.94540 5.94959
H32 2.85111 -5.04427 4.31311
H33 2.92412 -3.52015 5.21232
C23 -9.81726 0.73015 -0.04458
C24 -9.38655 1.15458 1.28851
N7 -9.04433 1.48517 2.33573
H34 -9.36878 1.37558 -0.79699
H35 -9.49820 -0.29476 -0.22288
H36 -10.90225 0.78918 -0.12148
C25 2.67079 2.24701 -5.65316
C26 3.43824 1.02061 -5.40427
N8 4.03606 0.05586 -5.21850
H37 1.62759 2.08806 -5.38195
H38 3.07162 3.05955 -5.05116
H39 2.71938 2.50970 -6.70847
C27 5.81870 -1.49136 3.26018
C28 5.13651 -2.75299 2.96544
N9 4.60033 -3.74400 2.73408
H40 6.08114 -1.45498 4.31618
H41 6.72469 -1.41400 2.66195
H42 5.16283 -0.65429 3.02366
C29 2.68313 0.00289 5.95663
C30 3.49193 -1.17893 6.27530
N10 4.12100 -2.11257 6.51533
H43 1.63601 -0.19774 6.17565
H44 3.01750 0.84993 6.55296
H45 2.78396 0.24630 4.89985
C31 5.51384 2.67336 -2.58238
C32 4.07217 2.84746 -2.38346
N11 2.94440 2.98339 -2.22241
H46 5.77758 1.62446 -2.45873
H47 5.78982 2.99352 -3.58558
H48 6.06101 3.26927 -1.85388
C33 -4.84420 -1.02072 -2.62195
C34 -5.78361 -0.12388 -1.94122
N12 -6.51245 0.57800 -1.39342
H49 -4.96373 -2.03723 -2.25345
H50 -5.03107 -1.00703 -3.69436
H51 -3.81942 -0.70261 -2.43542
C35 -2.33100 -5.73268 -5.73866
C36 -1.76440 -5.04727 -6.90691
N13 -1.31546 -4.49961 -7.81337
H52 -2.40995 -5.03682 -4.90231
H53 -3.32133 -6.11438 -5.97943
H54 -1.68860 -6.56263 -5.45089
C37 2.32818 9.78975 0.60161
C38 0.93193 9.97976 1.01075
N14 -0.16305 10.12153 1.33271
H55 2.98733 10.33132 1.27704
H56 2.58227 8.73154 0.63095
H57 2.46895 10.16224 -0.41123

Results
Highest occupied orbital energy (eV): -4.978
Total charge: -1
Largest force on an atom (eV/A): 2.33
Total energy (Ha): -3421.255892
Frontier orbital gap (eV): 6.3

***

# 4
Entry from OMol25: C38H58AsBrGeN8O2STi as an isolated structure in a non-equilibrium geometry (ωB97M-V/def2-TZVPD).

Atoms and positions in Å:
Ti1 8.11157 14.51634 12.58426
N1 15.74076 16.25618 11.22931
C1 16.63854 17.31795 11.68841
C2 16.53456 17.67282 13.21224
C3 17.60526 16.88366 14.02470
C4 17.55886 17.23863 15.51004
N2 16.22637 17.55055 16.03572
H1 16.27434 15.46925 10.85792
H2 15.14263 16.63888 10.44036
H3 16.34810 18.27792 11.18348
H4 17.65637 17.08860 11.52761
H5 15.54901 17.46834 13.61053
H6 16.84346 18.69823 13.36212
H7 18.62508 17.28249 13.79647
H8 17.67476 15.81968 13.86729
H9 18.20936 18.12215 15.71114
H10 17.92294 16.33638 16.04622
H11 15.97953 18.48001 15.76405
H12 16.26919 17.62304 17.04208
C5 4.77921 16.55401 16.55284
C6 6.10168 16.29593 16.49010
C7 6.66906 15.79017 15.33089
C8 5.77371 15.29248 14.31990
C9 4.38916 15.55796 14.36264
C10 3.95280 16.24937 15.42857
N3 6.24017 14.46893 13.30176
N4 5.28852 13.83838 12.57973
C11 5.78266 12.81554 11.84800
C12 4.98254 12.01590 11.00904
C13 5.66230 11.39763 9.95813
C14 7.04731 11.20390 10.01221
C15 7.69547 11.87526 10.98272
N5 7.14494 12.65887 11.92874
H13 4.25275 16.98909 17.37192
H14 6.77372 16.54858 17.32875
H15 7.72145 15.73952 15.20999
H16 3.77157 15.32902 13.49359
H17 2.91975 16.60748 15.47941
H18 3.89121 12.23304 11.05926
H19 5.03948 10.94267 9.15200
H20 7.53662 10.63198 9.20684
H21 8.75574 11.95684 11.04090
C16 15.30873 14.65207 15.35768
C17 14.27471 14.45105 14.26432
C18 12.85277 14.97145 14.52591
C19 11.83891 14.63068 13.40368
Ge1 10.11948 13.80056 14.14500
C20 10.36233 11.87596 14.85547
C21 9.72715 11.64212 16.21381
C22 8.29653 11.18501 16.17896
C23 7.61356 11.37890 17.52899
H22 16.20512 14.04538 15.22094
H23 14.90798 14.34470 16.30309
H24 15.60838 15.71873 15.54663
H25 14.25776 13.38100 14.04674
H26 14.60752 14.84810 13.27858
H27 12.90587 16.05156 14.67469
H28 12.59997 14.57763 15.50877
H29 12.30563 13.92723 12.75671
H30 11.64086 15.50361 12.76243
H31 9.83111 14.69427 15.34029
H32 11.45117 11.85299 14.93950
H33 10.11135 11.17587 14.07066
H34 9.82046 12.55897 16.76905
H35 10.41878 11.03421 16.79397
H36 8.32552 10.17250 15.78316
H37 7.71578 11.72180 15.39650
H38 8.35421 11.32578 18.29883
H39 6.89875 10.58641 17.68037
H40 7.07119 12.32885 17.65168
C24 13.43692 10.44623 5.45376
As1 11.96188 9.07276 5.54820
C25 12.63872 7.98496 4.07514
C26 10.48568 10.01199 4.61134
H41 14.29701 9.95388 5.01779
H42 13.61374 10.71046 6.49985
H43 13.10808 11.36297 4.91569
H44 12.82333 8.69138 3.24396
H45 11.90560 7.22972 3.77632
H46 13.57789 7.36787 4.33241
H47 10.20131 10.78364 5.27508
H48 9.69140 9.25957 4.51774
H49 10.79446 10.37927 3.61964
N6 16.75711 6.87352 10.28236
C27 16.03137 6.20059 11.28578
S1 16.66001 5.50284 12.66018
C28 14.58634 6.39096 11.08688
C29 13.93252 7.14766 10.10330
C30 12.53134 7.24378 10.12356
N7 11.75024 6.60997 11.01462
C31 12.36052 5.90497 11.92317
C32 13.72464 5.83109 12.04881
H50 17.78554 6.67275 10.38850
H51 16.45209 6.63279 9.35012
H52 14.45063 7.77571 9.44584
H53 11.99138 7.78707 9.33738
H54 11.64398 5.34608 12.56273
H55 14.13448 5.25211 12.85459
Br1 12.67082 19.81251 10.19489
C33 11.50672 18.34911 9.70867
C34 11.87534 17.77231 8.47724
N8 11.35693 16.59411 8.05823
C35 10.51120 15.99563 8.81135
C36 9.99880 16.54612 10.04276
C37 10.35948 17.84942 10.38531
C38 9.10819 15.74756 10.85804
O1 9.05554 14.44675 10.80882
O2 8.56777 16.34049 11.89828
H56 12.58710 18.29185 7.87476
H57 10.09222 15.07266 8.38761
H58 9.96452 18.42781 11.22308

Results
Multiplicity: 3
Highest occupied orbital energy (alpha / beta) (eV): -11.191 / -11.191
Total charge: +2
Largest force on an atom (eV/A): 2.98
Energy relative to the best compared isomer or geometry (same formula, charge and spin) (kJ/mol): 561.0
<S²>: 2.047
Total energy (Ha): -10204.924027
Frontier orbital gap (alpha / beta) (eV): 5.1 / 1.1

***

Among the records above, which one has the lowest largest force on an atom? C38H57AuNOP2